Run i
The following is a DFT calculation (ωB97M-V/def2-TZVPD) of 6 unconnected molecules or ions with the total composition C3H15NO4.

Last column: Löwdin charge in e.
Cartesian coordinates (Å):
N: -1.164 -1.593 1.322  0.07
C: 2.795 -0.542 0.496  0.02
C: 1.611 1.154 -1.015  0.00
C: 1.836 0.508 0.192  -0.28
H: -1.857 -1.032 0.818  -0.01
H: -0.364 -1.668 0.881  -0.11
H: 3.537 -0.665 -0.324  0.07
H: 3.102 -0.630 1.538  0.05
H: 1.161 2.167 -0.836  0.08
H: 2.000 0.663 -1.912  0.08
H: 1.336 0.950 1.009  0.07
H: -2.097 -0.055 -1.103  -0.02
H: -0.507 0.242 -1.278  -0.04
O: -1.148 -0.420 -1.595  -0.23
H: 0.293 -1.658 -1.497  -0.01
H: 1.415 -1.303 -0.732  -0.04
O: 1.022 -2.157 -1.092  -0.13
H: -1.078 2.246 1.412  -0.01
H: -2.230 1.330 0.904  0.00
O: -1.666 1.562 1.742  -0.16
H: -3.648 1.356 -0.692  -0.03
H: -1.272 -1.055 2.172  0.00
O: -3.078 0.599 -0.408  -0.40

Results
Total charge: -1
⟨S²⟩: 0.79
HOMO energy (alpha / beta) in eV: -5.0 / -5.0
E_LUMO (alpha / beta) in eV: 3.384 / 1.938
2S+1: 2
Orbital gap (alpha / beta) in eV: 8.38 / 6.93

Run ii
The following is a DFT calculation (ωB97M-V/def2-TZVPD) of 4 unconnected molecules or ions with the total composition C3H15NO4.

Last column: Löwdin charge in e.
Cartesian coordinates (Å):
C: -1.196 1.266 1.648  -0.30
O: -1.430 -0.100 1.808  -0.10
C: -0.865 1.845 0.268  -0.51
C: -0.888 3.334 0.165  -0.11
N: -1.716 1.147 -0.715  0.02
H: -0.446 1.572 2.369  0.10
H: -2.208 1.651 1.989  0.13
H: -0.896 -0.716 1.300  0.08
H: 0.165 1.498 0.078  0.11
H: -0.568 3.652 -0.836  0.07
H: -1.879 3.800 0.303  0.08
H: -0.120 3.728 0.845  0.07
H: -1.358 1.073 -1.653  0.03
H: -2.673 1.434 -0.585  0.06
H: -0.147 -3.818 -3.752  -0.02
H: 0.228 -2.442 -3.363  -0.06
O: 0.241 -3.347 -3.001  -0.29
H: 2.012 -4.314 3.411  0.02
H: 0.709 -4.513 4.198  0.03
O: 1.084 -4.517 3.295  -0.10
H: 3.790 -0.402 -1.876  -0.04
H: 3.898 -1.288 -3.198  -0.01
O: 4.263 -0.543 -2.699  -0.25

Results
Total charge: -1
⟨S²⟩: 0.75
HOMO energy (alpha / beta) in eV: 0.9 / -6.1
E_LUMO (alpha / beta) in eV: 3.024 / 2.967
2S+1: 2
Orbital gap (alpha / beta) in eV: 2.17 / 9.11

Quick ranking, most stable first: run ii, run i.